The following is a quantum chemistry calculation of 3 unconnected molecules or ions with the total composition C14H21NO11 in a non-equilibrium geometry, from OMol25.

```
47
Properties=species:S:1:pos:R:3:forces:R:3
C -2.854143 -4.117471 0.257944 -0.42 -5.64 7.14
C -2.961616 -4.948750 1.378873 0.62 6.33 -6.05
C -3.267606 -5.675174 2.844245 0.60 -0.06 -0.94
O -3.935545 -6.938346 2.386601 4.22 -0.47 -0.66
C -2.744045 -7.697437 1.882257 -0.52 -4.49 -4.33
O -2.808876 -8.613848 0.876587 0.62 6.88 7.71
O -1.502792 -7.359830 2.655328 -4.15 0.57 -0.87
C -2.015927 -6.392022 3.637188 -1.46 0.85 1.22
C -0.983292 -5.486191 4.531100 0.12 -1.32 1.10
O 0.024605 -4.754805 3.744232 -1.30 -1.91 1.46
N -0.373260 -3.499806 3.452656 1.13 0.59 -4.85
O 0.026461 -3.275868 2.304401 -1.25 0.04 4.12
H -2.662535 -3.553202 -0.776141 -0.56 -1.75 2.96
H -3.907282 -5.045904 3.631585 1.14 -1.45 -2.27
H -2.600349 -6.990682 4.488438 1.19 1.14 -1.73
H -1.588178 -4.788427 5.286930 1.15 -1.31 -2.04
H -0.394003 -6.246294 5.238221 -1.11 1.71 -1.80
C 1.788287 -0.674994 0.285946 0.18 0.31 -0.07
C 0.340443 -0.578064 0.736472 0.22 -0.69 -0.41
O 0.138226 0.550958 1.596609 -0.26 1.33 -0.33
C 0.119750 1.761402 0.986248 0.29 -0.34 -0.23
O 0.254464 1.965060 -0.212589 -0.30 -0.49 2.00
O -0.043205 2.714127 1.937141 0.03 -0.85 -0.69
C 0.029828 4.045756 1.433866 -0.01 0.55 -0.12
H 2.459656 -0.690116 1.150821 -0.14 -0.16 -0.05
H 1.949198 -1.580306 -0.305954 -0.06 0.06 0.12
H 2.077436 0.186168 -0.323415 -0.13 -0.14 0.00
H 0.086905 -1.468685 1.320976 -0.02 0.66 -0.02
H -0.349323 -0.542930 -0.114217 0.15 0.25 0.09
H -0.679813 4.201566 0.614895 0.22 -0.10 0.08
H 1.051413 4.263718 1.106511 -0.20 -0.04 -0.10
H -0.226871 4.731232 2.246362 0.04 -0.38 0.00
C 0.566867 3.676294 -2.558892 -0.34 0.31 -0.20
C 1.989005 4.193537 -2.422496 -0.59 -0.23 0.52
O 2.578443 4.438240 -3.706279 0.05 1.03 -0.73
C 2.144595 5.548378 -4.352364 -0.61 0.07 0.40
O 1.312523 6.343595 -3.937491 1.35 -1.07 -0.64
O 2.768955 5.611593 -5.554286 -0.31 -0.12 0.94
C 2.316192 6.681123 -6.380706 -0.12 0.40 -0.36
H 0.540434 2.789381 -3.200501 0.10 0.00 0.22
H 0.153071 3.420150 -1.579613 0.24 0.08 -0.43
H -0.088132 4.420375 -3.021332 0.20 0.04 0.05
H 2.602836 3.429098 -1.934670 0.10 0.15 -0.35
H 2.037153 5.092998 -1.798528 -0.05 0.00 -0.27
H 2.390325 7.643136 -5.863393 -0.15 -0.24 -0.02
H 1.286411 6.493012 -6.700817 0.12 0.15 0.16
H 2.953313 6.718254 -7.268747 0.01 -0.26 0.29
```
Positions in Å, forces in eV/Å.

Summary:
Largest force on an atom = 10.35 eV Å⁻¹
Gap between HOMO and LUMO = 9.53 eV
E_LUMO = -0.778 eV